DFT (ωB97M-V/def2-TZVPD) results for C29H39N3OSiTlV as an isolated structure in a non-equilibrium geometry.

Each line ends with the Mulliken charge.
CARTESIAN COORDINATES (ANGSTROEM)
Tl (-1.243, 3.536, 0.427)  0.794
V (-0.435, 0.299, -0.779)  -0.474
Si (0.242, -0.061, 1.580)  0.772
O (-4.130, -1.725, -0.439)  -0.481
N (0.272, -1.035, -1.855)  1.364
N (-2.283, -0.185, -0.557)  -0.448
N (-0.086, 2.152, -1.262)  0.829
C (-2.573, -3.668, 2.660)  -0.673
C (-3.066, -2.362, 2.708)  -0.723
C (3.131, -0.230, 1.537)  0.362
C (-1.256, -3.892, 2.245)  -0.846
C (-0.426, -2.810, 1.931)  -0.438
C (-0.322, -2.112, -2.674)  0.649
C (-2.258, -1.290, 2.330)  -0.982
C (-2.087, 2.199, -2.664)  -1.338
C (-1.540, -1.594, -3.425)  -1.355
C (3.272, -1.817, 3.837)  -0.783
C (-1.131, 1.801, 3.330)  -0.081
C (4.372, -0.672, 2.014)  -0.945
C (-0.910, -1.493, 2.002)  1.391
C (1.314, 2.551, -0.991)  -1.453
C (-0.389, 4.077, 3.699)  -0.623
C (-0.003, 1.547, 2.538)  0.257
C (-3.223, -0.960, -0.505)  0.880
C (0.150, 1.792, -3.690)  -1.443
C (-0.739, -3.258, -1.750)  -1.228
C (1.671, -1.251, -1.488)  -0.997
C (-0.433, 4.056, -2.836)  -1.556
C (-0.606, 2.554, -2.604)  0.803
C (1.945, -0.620, 2.178)  0.881
C (2.032, -1.381, 3.356)  -0.474
C (4.446, -1.471, 3.158)  -0.608
C (-1.341, 3.071, 3.869)  -0.850
C (0.996, 2.537, 2.454)  -0.320
C (0.791, 3.803, 3.005)  -0.633
C (0.666, -2.651, -3.713)  -1.795
H (-2.676, 2.767, -1.928)  0.246
H (2.333, -1.233, -2.371)  0.562
H (1.850, 1.753, -0.451)  0.236
H (1.365, 3.451, -0.352)  0.497
H (1.865, 2.774, -1.920)  0.496
H (-0.302, 2.011, -4.669)  0.512
H (1.124, -1.648, 3.904)  0.461
H (1.568, 4.566, 2.908)  0.445
H (1.050, -1.844, -4.350)  0.366
H (5.282, -0.384, 1.483)  0.457
H (3.105, 0.420, 0.659)  0.111
H (-2.249, 3.266, 4.444)  0.466
H (0.121, -3.627, -1.179)  0.318
H (0.148, -3.371, -4.360)  0.469
H (2.034, -0.461, -0.817)  -0.271
H (5.414, -1.818, 3.525)  0.411
H (-2.469, 2.457, -3.664)  0.522
H (0.611, -2.997, 1.638)  0.564
H (-0.550, 5.066, 4.136)  0.434
H (-4.095, -2.170, 3.020)  0.438
H (-2.285, 1.132, -2.488)  0.243
H (-0.844, 4.306, -3.824)  0.488
H (1.954, 2.306, 1.978)  0.405
H (0.623, 4.351, -2.823)  0.352
H (-2.681, -0.283, 2.329)  0.421
H (1.203, 2.101, -3.724)  0.330
H (-0.864, -4.908, 2.176)  0.494
H (-1.904, -2.398, -4.079)  0.550
H (3.314, -2.430, 4.737)  0.449
H (-0.976, 4.661, -2.095)  0.307
H (-1.284, -0.737, -4.061)  0.311
H (-1.508, -2.934, -1.036)  0.017
H (1.833, -2.209, -0.965)  0.405
H (0.122, 0.704, -3.521)  0.196
H (-1.148, -4.081, -2.350)  0.556
H (1.512, -3.173, -3.251)  0.405
H (-1.832, 0.995, 3.546)  0.394
H (-3.216, -4.508, 2.930)  0.420
H (-2.362, -1.315, -2.762)  0.079

Cartesian forces (eV/Å) of the 3 atoms listed first:
Tl -0.6343 0.6573 0.9266
V -1.3851 -1.4249 -1.5166
Si 0.6734 -1.1181 2.5449

The value obtained for the HOMO energy (spin up / spin down) is -14.28 / -14.27 eV. Its strongest force on any atom is 3.2 eV/A. The lowest unoccupied orbital energy (spin up / spin down) comes out at -8.1688 / -7.6235 eV. Its orbital gap (spin up / spin down) is 0.2245 / 0.2444 Eh. The value obtained for the total energy is -75467.4582 eV. As for the charge: +2.